# 1
Formula: C3H11N3
Source: OMol25
Level of theory: ωB97M-V with the def2-TZVPD basis set

The geometry in XYZ format:
```
17
Properties=species:S:1:pos:R:3:forces:R:3:mulliken_charge:R:1
H -1.673 -1.059 0.351 1.4856 0.7059 0.2227 0.293
N 2.498 0.127 -1.298 0.2932 -0.5222 -2.5199 -0.645
H -2.444 2.844 -0.005 -0.8503 -1.0624 -0.3135 0.281
N -2.071 1.894 0.075 1.6216 0.3051 0.4423 -0.528
H 1.088 -2.065 -0.894 -0.5758 0.1898 0.5255 0.233
H -3.858 0.906 0.572 0.4229 0.5633 1.2371 0.318
H -1.215 2.037 0.638 -0.5120 -0.5982 -1.0094 0.260
H -2.408 -0.646 2.015 -1.1130 -0.9577 -0.7503 0.228
C -2.166 -0.345 0.993 -0.0328 -0.6925 0.6947 -0.966
H 2.130 -0.061 0.841 0.8105 0.8569 -0.2716 0.212
H 3.410 0.404 -1.080 1.3480 1.1654 0.9825 0.263
C -2.754 0.800 0.591 -1.0163 1.7431 -0.5260 0.113
H 2.795 -0.657 -1.985 -1.7677 1.2827 1.6646 0.253
H 0.715 0.066 -0.053 -0.9566 0.5294 -0.8244 -0.082
C 1.726 -0.247 -0.151 1.2891 -4.2865 0.6636 0.235
N 1.669 -1.784 -0.095 0.4686 -0.4904 -1.6379 -0.704
H 2.557 -2.216 -0.514 -0.9150 1.2683 1.4201 0.236
```
Positions in Å, forces in eV/Å.

Properties
SMILES: C=CN.NCN
Molecular weight (g/mol): 89.14
LUMO level (eV): 0.8
Energy above the lowest of the compared OMol25 structures with the same formula, charge and spin (eV): 4.187

***

# 2
Formula: C15H22F6N2O4S2
Source: OMol25
Level of theory: ωB97M-V with the def2-TZVPD basis set

The geometry in XYZ format:
```
51
Properties=species:S:1:pos:R:3:forces:R:3:mulliken_charge:R:1
H 1.063 1.813 0.847 -0.0354 -0.3893 0.0707 0.313
C 1.231 -0.035 -0.332 0.2771 0.2395 0.3139 0.765
H 6.630 -0.612 -0.245 -0.1080 0.1717 0.1856 0.349
C 1.364 -2.378 -0.950 -0.4934 0.1955 0.1367 -0.843
O -6.383 0.788 2.015 -0.2028 -0.2029 -0.0517 -0.650
O -8.349 1.829 -0.422 -0.0184 -0.3223 0.1992 -0.640
H 6.980 -0.344 1.466 -0.0188 -0.2557 -0.3243 0.356
F -6.746 0.069 -3.347 0.0302 0.1873 0.1154 -0.244
H 0.930 -3.366 -1.051 -0.0477 0.2160 0.0465 0.473
C 3.273 1.433 -0.649 0.7215 -0.6153 0.0237 -0.741
S -7.159 1.450 -1.127 -0.5002 0.5284 -0.4682 0.984
F -4.097 -1.170 2.204 -0.0176 0.3638 0.0347 -0.231
H 2.926 2.065 -1.478 0.0203 -0.1678 0.1335 0.420
F -8.524 1.295 -3.374 0.1001 0.2067 0.2386 -0.217
C -4.844 -1.094 1.094 -0.0592 -1.0069 -0.3559 0.660
H -1.348 -1.031 1.731 0.1883 0.0307 0.4836 0.264
H 4.177 -0.880 -1.502 -0.1109 0.2199 0.1501 0.176
N 3.211 -0.967 -1.203 0.3338 -0.5011 -0.5020 0.324
O -4.422 1.448 0.745 0.1661 -0.2196 -0.3068 -0.610
H 4.256 -1.402 1.111 0.0998 -0.4683 0.1532 0.221
F -8.493 -0.542 -2.243 0.0253 0.1763 0.1296 -0.238
C 0.652 -1.287 -0.445 -0.5000 -0.3635 0.0763 -0.203
H 5.203 2.342 -0.768 -0.0846 -0.2878 -0.2674 0.454
C 2.567 0.092 -0.725 -0.2707 1.2449 0.3162 0.181
C -7.762 0.525 -2.594 -0.0623 -0.8398 -0.4964 0.662
H -0.381 -1.450 -0.144 0.2079 0.1917 -0.0515 0.408
H 5.251 0.681 -1.371 -0.1636 0.3207 -0.0724 0.563
C 0.481 1.183 0.166 -0.9606 -0.3232 -0.9463 -0.490
C -0.880 -0.078 1.994 0.0039 0.5898 -1.2117 -1.179
C 4.814 1.331 -0.600 -0.1245 0.2399 0.8344 -1.355
H -1.323 1.814 1.070 -0.0624 -0.1981 -0.3256 0.420
F -4.044 -1.452 0.064 0.0839 0.2518 0.0588 -0.254
H -1.603 0.505 -0.046 0.2178 -0.0248 0.1629 0.548
S -5.566 0.578 0.856 0.3007 0.1941 0.4654 0.957
H 0.175 -0.201 2.277 -0.3631 -0.2498 0.3030 0.391
C -0.911 0.854 0.731 0.0404 0.5507 0.9997 -0.953
H 2.970 1.919 0.284 -0.0963 -0.0255 -0.2917 0.227
C 2.645 -2.177 -1.339 0.2487 -0.9346 -0.2832 -0.412
H 6.052 1.647 1.136 -0.3440 -0.0633 0.1816 0.360
O -6.385 2.529 -1.672 0.3545 -0.2302 -0.0180 -0.647
H 5.553 -2.067 2.151 -0.1522 0.2218 -0.1109 0.333
H 0.304 1.805 -0.732 0.2069 0.0051 0.2620 0.367
H -1.450 0.406 2.790 0.1667 -0.3455 -0.0012 0.344
H 4.541 0.763 1.529 0.2006 0.1597 -0.0595 0.472
H 5.495 -2.544 0.466 -0.2381 0.1465 0.1583 0.222
N -6.327 0.255 -0.488 0.1170 0.6637 0.3862 -0.279
H 3.206 -3.005 -1.762 0.3190 0.4767 0.0896 0.361
F -5.785 -2.039 1.186 -0.0286 0.2104 0.0674 -0.240
C 5.357 0.869 0.803 0.5394 -0.3574 -1.0855 -0.637
C 5.309 -1.704 1.149 0.4370 0.3580 -0.5157 -0.915
C 6.166 -0.463 0.739 -0.3435 0.0314 0.9692 -0.596
```
Positions in Å, forces in eV/Å.

Properties
Molecular weight (g/mol): 472.47
LUMO level (eV): -2.2

***

# 3
Formula: C5H9NO2
Source: OMol25
Level of theory: ωB97M-V with the def2-TZVPD basis set

The geometry in XYZ format:
```
17
Properties=species:S:1:pos:R:3:forces:R:3:mulliken_charge:R:1
C -1.323 -0.158 0.322 2.5183 -1.8577 -3.1582 -0.126
C 1.219 0.173 0.511 -3.2742 2.9089 1.4094 0.235
C -0.927 1.129 -0.525 -0.5389 -0.9078 -1.8502 -0.765
H -1.231 1.189 -1.702 1.4125 -1.3686 2.2454 0.199
O -2.169 -1.203 -0.163 0.7541 -0.1092 -2.3888 -0.567
H -1.450 2.020 -0.316 -1.3169 0.7219 1.0946 0.334
H -1.745 -1.559 -0.977 -0.3776 0.0800 0.6761 0.344
H 1.508 0.350 1.626 0.9004 0.5020 -2.5497 0.327
C 1.881 -0.729 -0.521 -10.9302 4.0812 -1.9042 -0.884
C 0.055 -0.794 0.711 1.2818 0.4076 -0.9267 0.156
H 0.170 -1.082 1.791 -0.8381 -1.1550 -1.2299 0.344
H 0.312 2.291 0.571 0.9820 -2.3810 -1.5122 0.304
H -1.930 -0.031 1.097 -1.5374 2.1694 4.1000 0.453
N 0.438 1.474 -0.145 1.6910 0.3589 2.1019 -0.586
H 1.893 -0.252 -1.525 -0.2193 -0.3557 0.5884 0.240
H 2.687 -1.133 -0.363 8.2884 -4.7070 2.1628 0.496
O 0.613 -1.686 -0.391 1.2040 1.6120 1.1411 -0.505
```
Positions in Å, forces in eV/Å.

Properties
SMILES: O[C@@H]1CN[C@@H]2CO[C@H]12
Molecular weight (g/mol): 115.13
LUMO level (eV): 0.8
Energy above the lowest of the compared OMol25 structures with the same formula, charge and spin (eV): 5.582

***

The evaluated HOMO for the records listed, in turn: -7.327; -8.186; -9.080 eV.